A structure of composition C4H5NO3S in a non-equilibrium geometry, computed with ωB97M-V/def2-TZVPD.

The HOMO-LUMO gap (alpha / beta) comes out at 8.502 / 8.500 eV. As for the spin multiplicity: 1. As for the HOMO energy (alpha / beta): -9.898 / -9.897 eV. For the relative energy (zero: lowest compared OMol25 entry of this formula, charge and spin), the calculation gives 77.8 kcal per mole.

XYZ file:
```
14
C4H5NO3S ωB97M-V/def2-TZVPD
H -0.8027 -1.9098 1.0286
S 1.6751 -0.2605 0.0412
C 1.2693 1.4955 -0.1177
O -2.2012 0.8804 0.2756
H -0.2110 2.7803 -0.3987
N -0.6150 -0.5731 -0.4471
H 2.1770 2.0938 -0.4837
C -1.3250 -1.6284 0.1571
H -2.3277 -1.3664 0.2088
O 1.9795 -0.7486 1.3267
C -1.0453 0.6400 -0.0027
O 2.5902 -0.6646 -0.9778
H -1.1477 -2.4547 -0.4211
C -0.0156 1.7162 -0.1892
```